[1]
2 unconnected molecules or ions with the total composition C5H11O2, computed with the ωB97M-V functional and the def2-TZVPD basis.

XYZ file:
```
18
Properties=species:S:1:pos:R:3:forces:R:3
C 1.25260 -0.83347 -2.34792 -0.2 0.3 0.1
H -1.12214 0.90484 -0.82078 0.0 0.0 0.0
H 0.19520 1.27713 2.77577 0.0 -0.1 -0.1
H -1.39668 1.98926 2.71580 -0.1 -0.1 0.1
H -0.28945 -1.25175 0.09748 0.1 0.0 0.1
H -0.36388 -1.58203 1.83668 0.1 0.0 0.0
H 0.88602 -0.52071 1.15275 0.0 0.1 0.0
C -0.86353 1.03592 2.63751 0.0 0.2 0.0
H -1.83599 2.13124 0.27417 0.1 0.1 0.0
C -1.04519 1.38300 0.15284 0.0 -0.1 0.1
H -2.14235 -0.03272 1.32914 0.0 0.0 -0.1
H -1.16129 0.38972 3.46818 0.0 0.0 0.0
H -0.07212 1.87708 0.14252 0.0 0.0 0.0
H 1.33762 -0.93001 -3.46793 0.1 -0.2 0.0
C -1.11930 0.36276 1.28411 0.2 0.2 0.3
O 0.80383 0.27371 -1.96721 0.1 -0.1 -0.1
C -0.16325 -0.80793 1.08626 -0.4 -0.3 -0.2
O 1.59396 -1.81865 -1.66783 0.1 -0.1 -0.1
```
Positions in Å, forces in eV/Å.

Summary:
E_HOMO in Eh: -0.1463
Relative energy (zero: lowest compared OMol25 entry of this formula, charge and spin) in kcal/mol: 3.58
Orbital gap in eV: 7.9
Maximum force in eV/Å: 0.5
DFT total energy in eV: -9459.8740
Charge: -1
Molar mass in g/mol: 103.1

[2]
2 unconnected molecules or ions with the total composition C5H11O2, computed with the ωB97M-V functional and the def2-TZVPD basis.

XYZ file:
```
18
Properties=species:S:1:pos:R:3:forces:R:3
H -2.06404 2.43206 -0.47730 -1.1 -0.5 -0.3
O 0.99911 0.92582 0.17918 0.4 -0.6 -0.8
C -1.88427 1.76793 1.39269 2.2 0.0 -0.2
H -1.53594 2.78702 1.62895 0.1 -0.4 0.2
H 2.55852 -2.78964 -1.15632 -1.6 -0.6 0.3
H -3.64541 2.49788 0.35930 -0.4 -0.1 0.0
H -2.95686 0.94959 -0.18663 -0.9 -2.2 -1.2
C 0.89087 -0.33670 0.00344 0.3 3.7 0.6
C 1.47322 -2.48441 -1.25378 1.1 1.7 -0.3
H 0.96277 -0.48996 -2.11028 0.8 -0.6 1.5
C 1.50572 -0.93288 -1.17587 -0.9 -0.4 -4.1
H -2.39988 1.39164 2.22403 -0.7 -0.7 1.5
O 0.31980 -1.07610 0.75896 -2.1 -2.6 2.5
C -2.76996 1.87932 0.19917 2.1 2.8 -0.4
H -0.95702 1.11750 1.17575 -1.4 1.1 0.3
H 2.47681 -0.52549 -1.25001 1.3 0.3 -0.2
H 1.01416 -2.82887 -2.16037 0.4 -0.2 -1.0
H 0.70203 -2.69901 -0.54615 0.4 -0.9 1.4
```
Positions in Å, forces in eV/Å.

Summary:
E_HOMO in Eh: -0.1394
Relative energy (zero: lowest compared OMol25 entry of this formula, charge and spin) in kcal/mol: 26.62
Orbital gap in eV: 8.0
Maximum force in eV/Å: 4.2
DFT total energy in eV: -9458.8751
Charge: -1
Molar mass in g/mol: 103.1

[3]
2 unconnected molecules or ions with the total composition C5H11O2, computed with the ωB97M-V functional and the def2-TZVPD basis.

XYZ file:
```
18
Properties=species:S:1:pos:R:3:forces:R:3
C -2.06036 -1.65748 0.61763 0.5 0.5 -0.1
O -2.86616 0.37122 -1.85457 -0.5 -0.1 0.4
H -1.01451 0.26902 0.66102 0.1 0.2 -0.5
H 1.26002 1.82890 0.63531 0.1 0.0 0.0
C -1.80777 -0.05172 -1.38506 1.2 0.4 -1.3
H -2.90733 -1.72037 1.29327 -0.1 -0.1 0.0
C 2.29986 1.48930 0.59743 -0.2 -0.3 0.1
H -2.21743 -2.32709 -0.22334 0.0 -0.1 0.0
H 2.93944 2.33872 0.39832 0.0 0.3 -0.2
H -2.79731 0.30593 0.50244 0.0 0.7 0.0
H 3.55125 0.40183 -0.78402 0.0 -0.2 0.2
H 2.57355 1.15245 1.59494 -0.1 0.0 0.2
C 2.53003 0.34687 -0.39576 0.5 0.2 -0.1
H 2.39203 -0.61719 0.08474 0.0 -0.1 0.0
O -0.70988 -0.34102 -1.82563 0.0 -0.3 0.2
H -1.17528 -1.98032 1.16590 0.0 -0.1 -0.2
H 1.89742 0.36545 -1.27139 -0.4 0.2 -0.1
C -1.88757 -0.17451 0.18876 -1.1 -1.0 1.6
```
Positions in Å, forces in eV/Å.

Summary:
E_HOMO (alpha / beta) in Eh: -0.4055 / -0.3805
Relative energy (zero: lowest compared OMol25 entry of this formula, charge and spin) in kcal/mol: 8.92
Orbital gap (alpha / beta) in eV: 11.9 / 7.0
Maximum force in eV/Å: 2.2
Expectation value of S²: 0.756
DFT total energy in eV: -9456.0612
Multiplicity: 2
Charge: 0
Molar mass in g/mol: 103.1

[4]
C5H11O2 in the gas phase, computed with the ωB97M-V functional and the def2-TZVPD basis.

XYZ file:
```
18
Properties=species:S:1:pos:R:3:forces:R:3
O 0.39182 -0.45869 -2.02057 4.0 4.8 -11.3
C -0.33155 0.00577 0.21213 -0.2 -0.4 -1.4
C 0.39126 -1.10200 -0.58782 1.0 -3.8 11.8
H 1.24079 1.52370 0.00314 -0.5 -0.2 0.1
H -0.98390 1.99008 2.11965 0.1 -0.1 -0.1
H -1.05340 0.41616 -0.49894 -0.4 0.4 -0.2
H -0.99411 -0.43767 0.98740 0.6 0.1 -0.1
C 0.51288 1.14719 0.74676 0.0 -0.5 0.2
H 1.11057 0.67993 1.53705 0.1 0.5 0.2
O 1.65641 -0.42254 -2.32919 -4.7 -0.2 1.4
H -1.01518 2.72244 0.51979 0.1 -0.2 -0.1
H -1.09871 -2.09032 -1.60387 -0.8 -0.4 -0.3
H -1.00522 -2.61010 0.10162 0.1 -0.2 -0.1
H 0.29533 3.08462 1.63131 0.0 0.2 0.1
C -0.35569 2.29113 1.27852 0.4 0.0 0.1
H 0.28190 -3.09011 -1.14995 -0.5 -0.5 0.3
C -0.42664 -2.34209 -0.78890 1.0 0.8 -0.7
H 1.38343 -1.30751 -0.15812 -0.2 -0.1 0.2
```
Positions in Å, forces in eV/Å.

Summary:
E_HOMO (alpha / beta) in Eh: -0.1316 / -0.4076
Relative energy (zero: lowest compared OMol25 entry of this formula, charge and spin) in kcal/mol: 115.01
Orbital gap (alpha / beta) in eV: 4.7 / 8.0
Maximum force in eV/Å: 12.9
Expectation value of S²: 3.761
DFT total energy in eV: -9447.8531
Multiplicity: 4
Charge: 0
Molar mass in g/mol: 103.1

[5]
A molecular structure, C5H11O2, computed with the ωB97M-V functional and the def2-TZVPD basis.

XYZ file:
```
18
Properties=species:S:1:pos:R:3:forces:R:3
H 1.27083 0.41718 -2.05329 -1.0 0.1 -1.8
C -1.55251 -2.13952 0.89884 -3.1 1.7 1.8
H -2.42460 -2.83299 0.76742 1.2 0.2 -0.6
H 0.10986 0.28302 2.98941 1.1 0.2 0.4
H 2.35189 0.55310 -0.82653 1.7 -1.2 1.7
C -1.10783 -1.39050 -0.40748 0.3 -2.8 1.3
H -2.09529 -1.30122 1.45669 0.7 -1.2 -0.3
C 1.49567 2.45240 -1.06526 0.3 -1.2 -2.8
H -0.89299 -2.54704 1.69467 0.3 0.3 -1.4
O -0.62023 0.22651 2.38240 -2.1 -0.5 0.6
H 2.37756 2.71919 -1.71557 -0.1 0.2 0.4
H 1.64133 2.80847 -0.10466 0.2 0.7 1.8
H -0.71589 -2.19557 -1.10183 0.2 1.7 0.3
H 0.67695 2.72707 -1.64491 -1.6 1.7 -0.3
C 1.58298 1.05455 -1.28769 -0.3 -1.2 1.1
H -1.94913 -0.89292 -0.85089 -0.7 0.0 -0.5
C -0.24845 -0.29006 -0.03196 2.2 0.4 -1.2
O 0.09985 0.34832 0.90064 0.8 0.7 -0.4
```
Positions in Å, forces in eV/Å.

Summary:
E_HOMO (alpha / beta) in Eh: -0.4772 / -0.5140
Relative energy (zero: lowest compared OMol25 entry of this formula, charge and spin) in kcal/mol: 162.10
Orbital gap (alpha / beta) in eV: 6.9 / 8.4
Maximum force in eV/Å: 4.0
DFT total energy in eV: -9443.4756
Charge: +1
Molar mass in g/mol: 103.1

[6]
2 unconnected molecules or ions with the total composition C5H11O2S, computed with the ωB97M-V functional and the def2-TZVPD basis.

XYZ file:
```
19
Properties=species:S:1:pos:R:3:forces:R:3
H 1.71146 0.52944 -1.25797 -0.1 -0.4 0.1
H -0.15927 0.78426 0.37089 -0.4 0.3 0.3
H 2.10262 0.71511 0.41549 0.0 0.0 0.8
H -2.59351 1.18185 -0.48677 0.4 0.1 -0.1
H 0.19226 -3.80777 0.26141 -0.2 0.2 0.5
S 0.93675 2.67546 -0.62007 -0.4 -1.1 0.9
C -1.65540 1.52473 -0.95629 -0.3 0.0 -0.2
H -0.94562 -3.39071 1.66984 0.7 -0.1 -0.4
O 0.50836 -1.33856 -0.44625 -1.6 -0.9 2.0
H 0.84910 -3.12147 1.80289 -0.8 0.0 -0.7
C 2.07797 1.22886 -0.51925 -0.7 0.6 -1.5
H -1.88147 2.42415 -1.55731 0.1 -0.2 0.3
H 3.04894 1.52534 -0.86605 0.7 0.4 0.1
O -1.11389 -0.93277 1.14135 1.6 -2.0 -1.0
C -0.24649 -1.68863 0.55247 0.2 2.0 -0.9
C -0.57951 1.75142 0.09594 1.3 0.4 -1.4
C -0.03148 -3.11984 1.09643 0.0 0.3 0.6
H -0.88282 2.33258 0.94701 -0.3 0.1 0.4
H -1.33799 0.72655 -1.64378 0.0 0.3 0.2
```
Positions in Å, forces in eV/Å.

Summary:
E_HOMO in Eh: -0.1637
Relative energy (zero: lowest compared OMol25 entry of this formula, charge and spin) in kcal/mol: 10.09
Orbital gap in eV: 7.9
Maximum force in eV/Å: 2.7
DFT total energy in eV: -20295.0019
Charge: -1
Molar mass in g/mol: 135.2

[7]
A molecular structure, C5H11O2Sn, computed with the ωB97M-V functional and the def2-TZVPD basis.

XYZ file:
```
19
Properties=species:S:1:pos:R:3:forces:R:3
C -0.03319 2.78375 -0.39685 -0.2 0.1 0.2
H -0.28432 3.38619 0.48606 0.0 -0.2 -0.2
H 1.83809 2.12372 0.51346 -0.2 0.6 -0.2
C -0.14339 -0.86903 0.81018 -2.7 -0.8 -3.3
Sn -0.91422 -3.32843 -0.90384 -2.5 -4.2 -5.3
C -0.64727 -1.38987 -1.56965 1.0 2.1 -0.6
H 0.58009 1.01378 0.89957 1.2 1.4 -3.0
H -0.96389 2.34045 -0.77525 0.2 0.1 0.0
H 1.51217 1.38182 -0.97618 -0.7 -1.3 0.5
O -0.43337 -3.33693 0.85661 1.2 0.4 3.0
H -0.48821 -2.02388 2.45390 0.1 -0.5 -0.5
H 1.07992 -2.21497 1.71797 -0.1 -0.3 0.0
H -1.56249 -0.80877 -1.75582 0.1 -0.2 -0.1
H -0.92520 -0.24282 1.26363 1.3 1.0 0.7
O 0.00276 -0.62018 -0.45490 -0.5 -0.4 2.5
H 0.35642 3.46896 -1.16422 -0.1 -0.2 0.2
H 0.03576 -1.17851 -2.40171 -0.3 -0.4 0.0
C 0.99770 1.71654 -0.06472 0.4 0.6 3.1
C -0.00737 -2.20183 1.46174 1.6 2.0 2.9
```
Positions in Å, forces in eV/Å.

Summary:
E_HOMO (alpha / beta) in Eh: -0.4741 / -0.4741
Orbital gap (alpha / beta) in eV: 6.1 / 6.1
Maximum force in eV/Å: 7.2
DFT total energy in eV: -15276.6185
Charge: +1
Molar mass in g/mol: 221.9

[8]
2 unconnected molecules or ions with the total composition C5H11O3, computed with the ωB97M-V functional and the def2-TZVPD basis.

XYZ file:
```
19
Properties=species:S:1:pos:R:3:forces:R:3
H -1.45444 0.54895 0.01582 0.0 -0.6 -1.0
H -2.05271 0.05613 -1.69436 0.4 0.4 1.3
C 0.19674 -2.09822 -1.12465 -1.7 -2.2 1.2
H 0.35536 2.11293 -0.34159 0.5 0.1 0.6
H 0.45090 -0.82226 0.86419 1.2 2.7 2.7
C -1.25424 -0.08311 -0.88751 -2.1 3.5 -2.1
C -1.16532 -1.50307 -0.68311 0.4 -3.5 2.9
O 1.19251 -1.84711 -0.43775 1.4 2.6 1.7
H 1.93710 1.34729 2.10993 0.5 -0.9 -1.6
H -0.42500 0.37757 -1.44288 0.4 -0.4 0.6
O 0.52230 0.02011 1.67970 -0.9 -5.0 -2.6
H -2.02335 -2.18209 -1.04885 1.3 1.4 0.3
H 1.93442 0.58718 0.28742 0.8 -0.2 0.6
H -1.08833 -1.69898 0.49192 -0.5 0.1 -2.2
O 0.14027 -3.06792 -1.85961 -0.4 -1.2 -2.5
C 1.40434 0.94574 1.17007 -0.5 1.3 1.8
H 1.13212 3.06875 0.99756 -0.8 -0.7 -0.4
C 0.57500 2.11446 0.75330 2.0 2.5 -2.6
H -0.37765 2.12365 1.15040 -1.8 0.0 1.6
```
Positions in Å, forces in eV/Å.

Summary:
E_HOMO in Eh: -0.1580
Relative energy (zero: lowest compared OMol25 entry of this formula, charge and spin) in kcal/mol: 60.36
Orbital gap in eV: 8.2
Maximum force in eV/Å: 5.7
DFT total energy in eV: -11505.4500
Charge: -1
Molar mass in g/mol: 119.1

[9]
2 unconnected molecules or ions with the total composition C5H11O3, computed with the ωB97M-V functional and the def2-TZVPD basis.

XYZ file:
```
19
Properties=species:S:1:pos:R:3:forces:R:3
C -2.78751 0.22922 0.55617 0.6 -0.3 0.6
C -1.68382 -0.50239 0.18617 -0.7 -1.2 -1.2
O 2.62138 -0.40220 0.00884 0.5 0.1 1.6
H 2.45638 -1.43396 -1.69765 -0.5 -1.0 0.4
H 0.64722 0.11520 -1.96677 0.1 0.2 0.0
H 3.05308 0.31831 -0.45915 -0.4 -0.3 -0.4
H -0.60486 2.27613 1.72600 -0.7 -0.2 -0.2
H -1.81832 -1.53432 -0.17048 -0.5 0.2 0.2
H 0.27601 -0.27926 0.94643 0.3 0.2 -0.3
C 1.84999 -1.27701 -0.78024 -0.8 1.6 -1.8
C -0.27897 -0.07613 0.01372 0.8 1.3 -0.2
H -3.75067 -0.33087 0.50820 0.1 0.0 -0.1
H -0.21422 1.00416 -0.20928 -0.3 -0.1 0.8
H 1.54849 -2.13988 -0.19434 0.8 -0.3 0.1
O -2.82018 1.39751 1.05009 0.1 0.5 -0.2
O 0.25926 2.66594 1.88022 0.4 0.5 0.3
C 0.49997 -0.64671 -1.20258 -0.3 -0.9 0.4
H 0.86772 2.03907 1.49280 0.1 -0.3 -0.1
H -0.12095 -1.42283 -1.68814 0.3 0.1 0.1
```
Positions in Å, forces in eV/Å.

Summary:
E_HOMO in Eh: -0.0843
Relative energy (zero: lowest compared OMol25 entry of this formula, charge and spin) in kcal/mol: 60.74
Orbital gap in eV: 5.6
Maximum force in eV/Å: 2.5
DFT total energy in eV: -11505.4335
Charge: -1
Molar mass in g/mol: 119.1

[10]
2 unconnected molecules or ions with the total composition C5H11O3, computed with the ωB97M-V functional and the def2-TZVPD basis.

XYZ file:
```
19
Properties=species:S:1:pos:R:3:forces:R:3
H 1.31474 -0.72318 1.01925 -0.1 0.0 -0.2
H 0.37071 0.71740 1.10417 -0.1 0.5 0.3
H -1.36715 -2.10572 1.77408 0.3 0.3 0.0
H -2.59219 -1.16139 0.98469 -0.2 -0.1 -0.2
H -1.50829 -0.34167 2.02612 0.2 0.1 0.3
C 0.62871 -0.09534 0.43587 -0.1 0.2 -0.3
H -1.02236 2.09661 -0.41408 -0.5 0.0 -0.2
C 2.56266 -0.45901 -1.12043 -0.4 -0.2 -0.7
O -1.95202 2.26009 -0.66599 0.4 0.3 0.5
C -0.65895 -0.83293 0.09519 0.5 -0.6 0.0
O 3.67064 -0.13796 -0.65120 0.1 0.1 0.2
H 1.70008 1.48675 -0.57724 0.1 -0.2 -0.1
H -1.26998 -0.24157 -0.56977 0.1 0.3 -0.5
C 1.35981 0.46947 -0.81205 0.1 0.1 0.7
H -2.26953 2.88523 0.00436 0.1 -0.3 -0.3
H -0.34920 -1.73255 -0.45476 -0.3 0.1 0.1
C -1.54788 -1.13642 1.28821 -0.4 -0.6 0.2
O 2.25096 -1.47137 -1.80052 0.2 0.1 0.2
H 0.67922 0.52357 -1.66591 0.0 -0.1 0.0
```
Positions in Å, forces in eV/Å.

Summary:
E_HOMO in Eh: -0.1438
Relative energy (zero: lowest compared OMol25 entry of this formula, charge and spin) in kcal/mol: 16.01
Orbital gap in eV: 7.0
Maximum force in eV/Å: 0.8
DFT total energy in eV: -11507.3733
Charge: -1
Molar mass in g/mol: 119.1

Which value of maximum force does entry 8 give?
5.7 eV/Å

Among the records above, which one has the highest maximum force?
number 4